# C26H66F6Na2O22

A structure of composition C26H66F6Na2O22 in a non-equilibrium geometry (ωB97M-V with the def2-TZVPD basis set, the Open Molecules 2025 dataset).

Output
* E_HOMO: -6.9163 eV
* total energy: -98201.8676 eV
* gap between HOMO and LUMO: 4.22 eV

Geometry as XYZ:
```
122
Properties=species:S:1:pos:R:3:forces:R:3
Na -14.230 7.610 -8.283 0.21 0.39 -0.17
Na -10.757 4.408 -8.759 -0.04 0.55 -0.02
C -10.848 9.062 -5.577 -0.96 -3.38 0.89
O -11.785 10.033 -5.801 -0.97 3.17 -0.70
O -11.434 7.824 -6.001 2.18 2.21 -0.41
C -9.397 9.583 -6.062 -0.42 -0.96 -2.35
F -8.446 8.638 -6.204 0.21 -0.80 1.76
F -9.422 10.001 -7.345 -1.11 1.13 -0.55
F -8.876 10.614 -5.361 -0.15 -0.59 0.41
C -11.714 11.256 -5.021 -0.23 0.01 0.51
C -12.637 12.332 -5.599 0.21 -0.81 -1.07
H -12.215 12.598 -6.568 0.08 0.38 -0.03
H -13.616 11.935 -5.870 -0.14 -0.17 0.39
H -12.776 13.233 -5.002 0.27 -0.22 0.20
H -10.714 11.675 -4.910 0.12 -0.14 -0.59
H -11.968 11.052 -3.981 -0.43 -0.42 0.19
H -10.781 8.983 -4.492 0.76 -0.02 0.64
C -13.349 7.909 -12.664 2.92 -2.05 4.41
O -14.038 8.779 -11.699 -0.22 0.81 -1.55
O -12.938 6.866 -11.848 -0.70 0.09 -1.92
C -14.055 7.577 -13.977 0.23 1.61 2.35
F -14.798 6.526 -13.975 -1.29 -2.35 -0.04
F -14.875 8.618 -14.135 -0.94 1.08 -1.64
F -13.216 7.480 -15.003 0.39 0.18 -0.56
C -13.814 10.176 -11.904 -1.23 -0.39 -0.36
C -14.837 10.873 -11.026 0.69 0.86 -0.43
H -15.846 10.545 -11.274 0.13 -0.30 0.19
H -14.610 10.797 -9.963 -0.17 -0.10 0.04
H -14.800 11.923 -11.317 -0.06 0.30 0.36
H -14.012 10.516 -12.921 -0.47 -0.44 -0.40
H -12.775 10.496 -11.826 0.32 -0.25 1.00
H -12.478 8.488 -12.968 0.34 0.49 -0.48
C -19.812 8.345 -16.375 0.04 0.20 0.50
C -20.876 8.711 -17.416 -0.08 -0.85 -1.30
O -20.632 9.905 -18.140 0.22 0.76 0.45
O -19.747 9.243 -15.256 -0.31 -0.56 -0.48
H -18.805 8.232 -16.777 0.07 0.56 -0.75
H -19.920 7.327 -15.999 -0.84 0.06 0.30
H -21.930 8.704 -17.139 0.24 0.54 1.12
H -20.963 7.969 -18.210 0.63 -0.92 0.20
H -19.993 9.697 -18.825 0.06 0.12 0.01
H -19.250 10.015 -15.537 0.00 0.14 -0.01
C -9.649 9.276 -19.490 2.17 2.42 1.02
C -8.246 9.984 -19.143 -0.05 -2.98 -2.33
O -7.188 9.086 -19.764 -0.96 2.01 1.10
O -9.845 9.116 -20.859 0.05 -0.67 -0.34
H -10.320 10.057 -19.131 -0.84 -0.68 0.65
H -9.628 8.319 -18.969 -0.70 0.06 -0.16
H -8.073 10.145 -18.079 -0.07 -0.16 -0.02
H -8.247 10.925 -19.693 0.45 0.01 0.05
H -7.456 8.181 -19.590 -0.10 -0.05 0.07
H -9.847 9.979 -21.280 0.05 0.05 -0.03
C -17.989 6.590 -9.155 0.30 -0.37 0.94
C -18.401 7.585 -8.057 -0.55 0.55 -0.07
O -17.417 8.484 -7.655 2.23 0.41 -0.09
O -17.129 5.538 -8.694 0.16 0.09 1.51
H -17.394 6.997 -9.972 -0.99 0.86 -0.28
H -18.985 6.210 -9.385 0.18 -0.33 -0.88
H -18.827 7.178 -7.140 -0.01 -1.06 -0.25
H -19.206 8.196 -8.466 -0.31 -0.25 -0.54
H -17.762 9.198 -7.114 -0.20 -0.14 -0.05
H -16.929 4.862 -9.346 -0.38 0.28 -0.41
C -5.806 10.671 -13.485 0.94 0.11 1.96
C -4.864 10.536 -12.229 -0.63 -0.61 -0.91
O -5.666 10.779 -11.068 0.35 0.36 -0.40
O -6.860 9.780 -13.344 -0.76 -1.25 -0.34
H -5.251 10.373 -14.375 -0.08 0.43 -0.10
H -6.259 11.662 -13.496 0.63 0.46 -0.42
H -3.935 11.102 -12.293 -0.28 0.69 0.06
H -4.521 9.502 -12.193 -0.10 -0.33 -0.12
H -5.087 11.016 -10.340 -0.09 -0.03 0.09
H -7.221 9.838 -12.456 0.01 0.18 0.18
C -13.640 18.871 -9.843 0.19 0.20 -0.97
C -13.852 17.878 -8.674 0.89 1.45 -2.71
O -14.680 18.475 -7.756 -0.72 0.04 1.45
O -14.745 18.975 -10.705 -2.23 -0.64 -0.28
H -12.870 18.571 -10.553 1.02 -0.08 0.84
H -13.542 19.891 -9.473 0.96 -0.14 0.60
H -12.830 17.791 -8.307 -0.28 -0.52 0.63
H -14.248 16.961 -9.109 0.14 -0.35 0.28
H -15.543 18.595 -8.160 -0.11 0.04 -0.05
H -14.518 19.430 -11.519 0.14 0.00 0.20
C -16.673 1.789 -13.280 0.44 -1.35 -0.32
C -15.223 1.392 -12.873 -0.10 -1.18 -0.03
O -14.812 2.114 -11.779 0.50 1.54 2.12
O -17.045 1.324 -14.576 0.80 0.52 0.18
H -16.842 2.861 -13.180 0.01 0.03 0.22
H -17.298 1.169 -12.637 -0.21 0.72 0.44
H -14.341 1.399 -13.513 -0.75 0.13 -1.43
H -15.241 0.369 -12.499 -0.30 -0.32 -0.35
H -14.257 2.841 -12.069 -0.17 0.23 0.05
H -16.336 1.705 -15.098 -0.19 -0.18 -0.90
C -11.019 14.137 -15.196 0.42 0.56 0.49
C -12.263 14.638 -15.945 0.69 -1.80 0.94
O -13.300 15.110 -15.109 0.63 0.70 -0.28
O -10.140 15.133 -14.657 -0.39 0.46 -0.38
H -10.386 13.601 -15.903 -0.42 -0.73 -0.08
H -11.284 13.549 -14.317 -0.25 -0.36 -0.36
H -12.642 13.687 -16.318 -0.18 0.25 -0.81
H -11.921 15.329 -16.715 -0.46 0.13 -0.27
H -12.942 15.947 -14.805 -0.40 0.31 0.52
H -9.630 15.399 -15.426 0.32 0.46 0.24
C -19.517 15.177 -15.050 1.16 0.84 -0.81
C -18.959 13.990 -15.911 -0.55 1.58 2.06
O -17.922 13.402 -15.123 -0.24 -1.00 -0.43
O -18.514 16.242 -14.832 -0.96 -1.37 -0.23
H -19.841 14.740 -14.105 0.08 0.11 0.15
H -20.346 15.729 -15.494 -0.05 -0.34 -0.20
H -18.677 14.272 -16.926 0.21 -0.01 0.09
H -19.798 13.295 -15.906 0.31 -0.39 -0.35
H -17.189 13.972 -14.880 -0.11 0.30 -0.50
H -17.750 15.793 -14.464 0.17 0.23 0.22
C -15.226 1.635 -20.843 1.42 0.53 1.60
C -14.965 2.899 -19.921 -1.29 -1.42 -2.72
O -14.702 2.400 -18.662 0.49 0.54 1.08
O -13.904 1.069 -21.137 -1.10 0.67 -1.06
H -15.889 1.926 -21.658 0.96 -0.19 -0.76
H -15.725 0.798 -20.354 -0.54 0.54 0.58
H -15.792 3.608 -19.968 -0.62 -0.18 0.36
H -14.159 3.468 -20.384 0.57 -0.29 0.10
H -14.432 3.185 -18.179 0.20 -0.22 0.72
H -13.584 0.708 -20.307 -0.09 0.04 0.13
```
Forces are in eV/Å.

---

# C26H66N4O10

A cluster of 5 separate species, C26H66N4O10 in total in a non-equilibrium geometry (ωB97M-V with the def2-TZVPD basis set, the Open Molecules 2025 dataset).

Output
* E_HOMO: -8.5815 eV
* total energy: -54458.4754 eV
* gap between HOMO and LUMO: 8.88 eV
* structure (SMILES): COCCNCCOC.COCCNCCOC.COCCNCCOC.COCCNCCOC.OCCO

Geometry as XYZ:
```
106
Properties=species:S:1:pos:R:3:forces:R:3
C 26.667 -18.023 16.036 -0.93 -0.49 -0.55
O 27.504 -18.761 16.853 1.19 -1.48 0.90
C 27.618 -20.207 16.564 -1.26 1.25 -1.10
C 26.276 -20.925 16.741 0.44 0.10 1.21
N 25.802 -20.740 18.069 -0.45 0.14 1.12
C 24.561 -21.474 18.285 1.21 0.39 0.85
C 23.939 -21.016 19.569 -0.73 1.36 -0.63
O 23.542 -19.617 19.381 -0.64 -0.98 0.99
C 22.783 -19.192 20.518 0.04 0.62 -0.48
H 26.899 -18.242 14.994 -0.13 0.27 -0.34
H 26.694 -16.950 16.226 0.66 -0.11 0.19
H 25.629 -18.295 16.231 -0.40 -0.07 -0.24
H 28.485 -20.548 17.129 -0.47 -0.13 0.16
H 27.765 -20.365 15.495 0.82 0.41 -0.33
H 26.316 -22.011 16.657 0.43 0.00 -0.97
H 25.490 -20.469 16.139 0.32 -0.36 -1.26
H 25.634 -19.745 18.127 -0.25 0.18 0.69
H 24.812 -22.529 18.396 0.02 -0.19 -0.08
H 23.839 -21.394 17.472 -0.24 0.19 -0.23
H 24.589 -20.983 20.444 0.22 -0.66 -0.11
H 23.074 -21.667 19.696 -0.33 0.20 0.59
H 22.632 -18.114 20.461 0.25 0.06 -0.21
H 23.274 -19.387 21.472 0.26 -0.23 0.00
H 21.776 -19.607 20.558 -0.03 -0.47 -0.17
C 15.448 -13.098 18.734 0.89 -0.49 -1.19
O 16.296 -11.960 18.700 -1.78 0.88 0.97
C 15.905 -11.103 19.798 1.86 0.51 -0.15
C 16.797 -9.831 19.767 -0.12 -1.60 0.18
N 18.204 -10.221 19.965 -0.27 0.75 -0.39
C 19.074 -9.054 19.713 -1.01 -1.14 0.39
C 20.500 -9.453 19.864 -0.26 0.07 0.20
O 20.912 -10.198 18.711 0.24 1.28 1.32
C 22.308 -10.315 18.738 0.71 -1.08 -1.99
H 15.777 -13.762 19.533 -0.21 -0.21 0.06
H 15.586 -13.557 17.754 0.19 -0.45 0.15
H 14.370 -12.937 18.773 -0.04 0.65 0.44
H 16.155 -11.627 20.720 -0.02 -0.12 0.27
H 14.840 -10.875 19.846 -0.12 0.05 -0.54
H 16.494 -9.212 20.611 -0.02 0.26 -0.10
H 16.679 -9.303 18.821 -0.31 0.22 -0.12
H 18.447 -10.898 19.256 -0.14 -0.38 -0.10
H 18.746 -8.310 20.438 0.42 0.30 -0.03
H 18.956 -8.669 18.700 -0.19 0.31 -0.20
H 20.625 -10.084 20.744 0.04 -0.02 0.20
H 21.038 -8.519 20.029 0.72 -0.06 -0.38
H 22.756 -10.822 19.592 -0.39 -0.01 0.34
H 22.900 -9.432 18.501 -0.46 0.77 0.52
H 22.503 -10.907 17.843 0.29 -0.50 0.14
C 15.475 -21.697 18.114 -1.68 -1.90 0.34
O 15.342 -21.467 16.741 0.66 0.23 -0.37
C 16.622 -21.675 16.150 0.10 1.55 -0.71
C 16.469 -21.723 14.638 2.27 -0.01 -0.88
N 17.857 -21.700 13.978 -1.31 -1.43 -0.60
C 17.875 -21.765 12.474 1.50 1.95 0.58
C 19.354 -21.416 11.990 -0.63 0.06 0.80
O 19.689 -20.070 12.258 -2.75 1.10 0.34
C 20.966 -19.699 11.963 1.39 -0.26 -0.27
H 14.510 -21.636 18.617 -0.21 0.87 -0.21
H 16.212 -21.140 18.692 0.33 0.02 -0.42
H 15.556 -22.784 18.110 1.14 -0.28 1.04
H 17.261 -22.483 16.508 -0.73 -0.75 0.24
H 17.190 -20.797 16.459 0.45 0.39 -0.36
H 15.845 -20.905 14.280 -0.15 0.08 0.06
H 16.038 -22.680 14.343 -0.21 0.07 0.00
H 18.479 -20.961 14.272 -0.43 0.34 0.07
H 17.218 -20.989 12.080 -0.05 0.38 -0.22
H 17.521 -22.658 11.958 0.26 -0.57 0.78
H 19.512 -21.562 10.922 -0.19 -0.54 -0.11
H 20.074 -21.962 12.600 -0.03 -0.91 -0.24
H 21.146 -18.624 11.975 -0.56 0.10 0.52
H 21.259 -19.963 10.947 0.11 -0.50 -0.24
H 21.611 -20.187 12.693 0.71 0.05 -0.11
C 17.058 -9.508 11.392 0.67 0.96 -0.11
O 16.699 -10.062 10.137 -0.03 -0.21 -0.11
C 15.458 -9.734 9.479 0.71 -0.51 0.83
C 14.350 -10.727 9.821 -0.39 -0.08 -0.39
N 14.636 -12.132 9.532 0.59 -0.08 -0.23
C 13.639 -13.101 9.973 -1.04 0.35 0.26
C 12.190 -12.689 9.597 -0.30 -1.05 0.61
O 11.267 -13.456 10.407 0.89 0.34 0.48
C 9.927 -13.032 10.304 0.42 -0.10 -1.42
H 17.859 -10.091 11.846 -0.65 -0.87 0.10
H 16.278 -9.224 12.099 -0.51 -0.80 -0.07
H 17.622 -8.578 11.333 -0.13 0.65 -0.91
H 15.610 -9.763 8.400 0.46 -0.22 0.04
H 15.193 -8.701 9.703 -0.38 0.01 0.25
H 13.550 -10.472 9.126 -0.26 0.32 0.18
H 13.974 -10.590 10.835 0.00 0.19 0.37
H 15.484 -12.436 9.988 0.41 0.41 -0.16
H 13.671 -13.277 11.048 -0.24 0.42 0.47
H 13.896 -14.089 9.593 -0.14 0.10 -0.53
H 11.984 -12.916 8.551 0.03 0.05 -0.27
H 11.987 -11.630 9.751 0.18 0.06 0.15
H 9.274 -13.795 10.727 0.14 0.18 0.10
H 9.753 -12.944 9.231 -0.69 -0.18 -0.30
H 9.702 -12.030 10.671 0.28 0.06 0.67
O 20.068 -17.104 15.654 1.04 -0.36 -0.78
C 19.315 -15.917 15.701 -1.21 0.98 -0.25
C 19.507 -14.994 14.440 0.47 -1.49 0.49
O 19.009 -15.681 13.298 0.30 0.20 -0.10
H 20.437 -17.338 16.508 -0.07 0.27 -0.03
H 18.287 -16.278 15.672 -0.39 0.55 0.21
H 19.515 -15.373 16.624 -0.08 0.20 0.01
H 20.580 -14.810 14.386 0.26 0.05 -0.34
H 19.025 -14.018 14.395 -0.29 -0.21 0.83
H 19.612 -16.404 13.114 -0.05 -0.23 -0.03
```
Forces are in eV/Å.